{
  "formula": "C14H25BaN5O6",
  "method": "ωB97M-V/def2-TZVPD",
  "total_energy_ev": -35345.5714,
  "fmax_ev_per_a": 4.6,
  "e_lumo_ev": -0.93,
  "homo_energy_ev": -4.6,
  "multiplicity": 1,
  "gap_ev": 3.65,
  "symbols": ["O", "H", "Ba", "N", "N", "N", "N", "O", "O", "O", "O", "C", "C", "C", "C", "C", "H", "H", "H", "C", "H", "H", "H", "C", "C", "H", "H", "H", "H", "H", "H", "H", "H", "C", "H", "H", "H", "O", "H", "H", "C", "C", "C", "N", "C", "C", "H", "H", "H", "H", "H"],
  "positions_angstrom": [[-1.118, -0.252, -4.208], [-0.656, -0.076, -5.039], [0.029, 0.149, -1.084], [-0.409, 2.730, 0.510], [0.765, 2.669, -1.688], [-2.070, -0.967, 0.767], [-1.605, -1.843, -1.633], [-0.532, 2.028, 1.579], [-2.260, -0.675, 2.155], [-1.097, -2.414, -2.819], [1.563, 1.944, -2.406], [1.387, 3.490, -0.770], [0.704, 3.561, 0.468], [-2.323, -2.264, 0.575], [-1.933, -2.773, -0.728], [1.214, 4.299, 1.656], [1.487, 3.612, 2.471], [0.478, 5.008, 2.064], [2.107, 4.888, 1.415], [2.755, 3.986, -1.021], [2.859, 4.253, -2.081], [3.501, 3.202, -0.798], [2.978, 4.865, -0.407], [-2.840, -3.163, 1.650], [-1.836, -4.227, -1.020], [-3.538, -2.665, 2.338], [-2.022, -3.572, 2.261], [-3.355, -3.996, 1.164], [-1.070, -4.448, -1.773], [-2.795, -4.603, -1.405], [-1.599, -4.780, -0.102], [-1.869, 0.220, 2.249], [-1.136, -1.632, -3.472], [-1.649, 0.987, -3.648], [-0.889, 1.708, -3.310], [-2.341, 0.769, -2.813], [-2.263, 1.464, -4.433], [-3.142, 1.773, -0.542], [-3.101, 0.946, -0.039], [-2.419, 2.285, -0.122], [3.585, -1.975, 2.883], [3.560, -0.603, 2.622], [2.551, -0.087, 1.793], [1.630, -0.872, 1.196], [1.614, -2.186, 1.508], [2.586, -2.778, 2.329], [4.370, -2.407, 3.498], [4.305, 0.073, 3.033], [2.484, 0.991, 1.598], [0.806, -2.792, 1.077], [2.550, -3.851, 2.504]],
  "lowdin_charge": [-0.1664, 0.1184, 1.9163, -0.2120, -0.3324, -0.0059, -0.1616, -0.2850, -0.0519, -0.1051, -0.4718, -0.3364, -0.3242, -0.2802, -0.2824, -0.0627, 0.0640, 0.0798, 0.0572, -0.0600, 0.0822, 0.0824, 0.0626, -0.0181, -0.0157, 0.0943, 0.1030, 0.0828, 0.0875, 0.1093, 0.0855, 0.0812, 0.0449, -0.1431, 0.0420, 0.0598, 0.1008, -0.0884, -0.0081, 0.0055, -0.0628, -0.0448, -0.1140, -0.0584, -0.1441, -0.0618, 0.1092, 0.1086, 0.1163, 0.1004, 0.1033]
}